{"formula": "C34H70BrFN10O6P", "method": "wB97M-V/def2-TZVPD", "elements": ["C", "C", "C", "N", "C", "N", "C", "C", "C", "C", "N", "N", "P", "N", "C", "C", "C", "C", "Br", "C", "O", "N", "C", "O", "F", "C", "C", "C", "C", "N", "O", "C", "C", "C", "C", "C", "C", "C", "O", "C", "N", "H", "H", "H", "H", "H", "H", "H", "H", "H", "H", "H", "H", "H", "H", "H", "H", "H", "H", "H", "H", "H", "H", "H", "H", "H", "H", "H", "H", "H", "H", "H", "H", "H", "H", "H", "H", "H", "H", "H", "H", "H", "H", "H", "H", "H", "H", "H", "H", "C", "C", "C", "O", "C", "N", "H", "H", "H", "H", "H", "H", "H", "H", "H", "H", "H", "C", "C", "C", "O", "C", "N", "H", "H", "H", "H", "H", "H", "H", "H", "H", "H", "H"], "xyz": [[1.946330, -2.147265, 3.784498], [1.025429, -1.757943, 3.138259], [-0.017494, -1.322951, 2.094760], [0.118738, -1.990893, 0.776857], [0.415121, -1.090712, -0.279613], [1.639172, -0.657015, -0.403397], [2.762344, -1.017230, 0.527233], [4.123807, -0.484838, -0.065470], [5.291918, -1.547921, -0.012600], [4.897500, -2.738383, -0.989718], [5.148348, -4.020759, -0.262539], [-0.546825, -0.754365, -1.226878], [-0.442110, 0.781263, -1.999060], [0.721629, 0.869507, -3.083020], [-1.528370, -1.756517, -1.658467], [-2.972375, -1.123800, -1.299024], [-3.026642, -0.254754, 0.016874], [-4.348736, -0.538152, 0.869197], [-5.105465, 1.092218, 1.656825], [-1.618849, -1.840937, -3.252482], [-0.675729, -1.716012, -3.978802], [-2.940318, -2.020128, -3.939174], [-3.150616, -0.886404, -4.824599], [-3.972315, -0.091945, -4.544343], [-2.463517, -0.720581, -5.989897], [-1.289160, -3.216167, -1.018712], [-0.035508, -3.784375, -1.868474], [1.076236, -4.590559, -1.109855], [0.891296, -6.141303, -1.000378], [0.892075, -6.915015, 0.218142], [0.789463, -6.756005, -2.034006], [-2.544779, -4.145485, -1.304597], [-3.662986, -4.118134, -0.154329], [-2.270669, -5.666141, -1.554786], [-3.639857, -6.408719, -1.972128], [-0.985497, -2.942383, 0.484749], [-0.849944, -4.223123, 1.431320], [-1.837726, -4.213922, 2.654704], [-1.215689, -3.778203, 3.887285], [-2.420053, -5.670765, 2.975622], [-3.612803, -5.455754, 3.811390], [2.657291, -2.336239, 4.609141], [-1.022711, -1.406112, 2.571612], [0.155882, -0.220468, 1.921208], [1.936508, -0.032299, -1.171317], [2.572180, -0.421003, 1.459112], [2.753903, -2.117083, 0.723645], [4.044235, -0.118183, -1.121851], [4.443167, 0.404699, 0.546467], [6.252176, -1.056933, -0.307352], [5.326182, -1.958887, 1.027861], [3.807600, -2.719872, -1.274526], [5.463062, -2.670654, -1.961233], [4.330447, -4.631295, -0.295601], [5.928738, -4.463923, -0.752599], [-1.620916, 1.187402, -2.716083], [-0.109763, 1.757919, -0.997658], [1.186368, -0.040041, -3.181898], [-3.823571, -1.822942, -1.446623], [-3.130309, -0.347861, -2.107409], [-3.077515, 0.847075, -0.215812], [-2.168983, -0.384340, 0.718030], [-4.159705, -1.321150, 1.654202], [-5.114782, -0.989702, 0.181016], [-2.801894, -2.850997, -4.531478], [0.544393, -2.877658, -2.219661], [-0.358474, -4.267969, -2.824042], [1.368033, -4.160779, -0.107367], [2.020185, -4.468239, -1.720861], [-0.079947, -7.198612, 0.407206], [1.115525, -6.312022, 1.023402], [-3.115306, -3.791426, -2.213379], [-4.678062, -4.375567, -0.567392], [-3.426789, -4.913657, 0.591093], [-3.794300, -3.101098, 0.293826], [-1.913228, -6.237910, -0.653794], [-1.568988, -5.916164, -2.382913], [-4.084208, -6.994504, -1.136949], [-3.448206, -7.036267, -2.884849], [-4.330010, -5.594294, -2.335566], [-1.909368, -2.455665, 0.920973], [0.207545, -4.170479, 1.827612], [-0.925021, -5.187915, 0.884116], [-2.723317, -3.532256, 2.528435], [-0.456091, -4.381076, 4.002783], [-2.617758, -6.252379, 2.033653], [-1.656801, -6.194473, 3.606738], [-4.079064, -6.325445, 4.060823], [-4.258409, -4.784465, 3.398802], [-0.044132, 7.104253, -2.491794], [0.427781, 6.313345, -1.275013], [-0.049301, 4.849113, -1.272068], [-1.412440, 4.672051, -0.906699], [-2.339599, 4.884162, -1.960087], [0.013599, 7.019748, -0.059391], [-1.095809, 7.386203, -2.424437], [0.527581, 8.028922, -2.585412], [0.097958, 6.530953, -3.411808], [1.522292, 6.297894, -1.305527], [0.527843, 4.310436, -0.512085], [0.161083, 4.354843, -2.230130], [-1.942975, 4.561870, -2.927598], [-2.633585, 5.934188, -2.002426], [-3.236167, 4.301076, -1.740863], [0.414842, 6.545036, 0.748378], [-0.989193, 6.875533, 0.050676], [1.953251, 9.197351, 1.870840], [2.316183, 8.632971, 3.240787], [3.433157, 9.416446, 3.954868], [4.739111, 9.159733, 3.459516], [5.084791, 9.891029, 2.295276], [2.662080, 7.212976, 3.092423], [2.692490, 8.950921, 1.107003], [1.000992, 8.786438, 1.534605], [1.851453, 10.285073, 1.908886], [1.419855, 8.703820, 3.865783], [3.450905, 9.097014, 5.001639], [3.226925, 10.493523, 3.963014], [4.640905, 10.890303, 2.291347], [4.789600, 9.341591, 1.398586], [6.170762, 9.994479, 2.274492], [2.806507, 6.813248, 4.017320], [3.585982, 7.169214, 2.665030]], "forces_ev_per_angstrom": [[1.338, -0.124, 2.238], [-1.886, 0.357, -2.539], [1.605, 1.116, 1.639], [-0.354, 0.481, -1.660], [-0.283, -1.069, -0.069], [0.712, 0.021, 0.538], [0.419, 1.157, 0.162], [0.884, 0.382, 0.386], [-1.656, 0.043, -0.627], [0.130, 0.014, 0.580], [0.206, 0.322, -1.103], [0.356, -0.465, 0.335], [3.033, 1.433, -2.732], [-0.400, -0.896, 1.533], [-3.802, -0.295, 0.066], [0.527, 1.391, -0.442], [-1.142, 0.224, 1.012], [0.351, -1.094, -1.020], [0.392, -0.755, -0.186], [0.682, -0.041, -0.744], [0.378, 0.049, 0.922], [1.124, -0.202, -0.520], [-0.778, 0.443, -0.127], [-0.087, 0.639, 0.107], [-0.152, -1.229, 1.386], [1.303, 0.294, -1.545], [0.878, 1.165, 0.683], [1.155, -0.422, 0.596], [0.023, -0.603, -0.803], [-0.540, 2.044, 0.533], [-0.309, 0.377, 0.121], [-1.386, -0.412, 0.926], [-0.120, 0.140, -0.529], [-0.766, -1.351, -0.421], [0.617, 1.129, -0.800], [-1.924, -0.735, 1.381], [0.747, 0.619, 0.176], [-0.243, -1.390, 0.892], [0.306, -0.168, -1.237], [-0.140, 1.080, -0.066], [0.481, -0.293, -0.283], [-0.695, 0.004, -1.236], [0.578, -0.280, -0.713], [-0.241, -0.986, 0.345], [-0.752, -0.223, 0.142], [0.216, -1.058, -0.623], [-0.137, 0.957, -0.121], [-0.237, -0.347, 0.753], [-0.421, -0.750, -0.656], [-0.782, -0.501, 0.399], [0.311, 0.314, -0.947], [0.900, 0.332, 0.322], [-0.470, -0.078, 0.975], [0.515, 0.091, -0.215], [-0.468, -0.338, 0.526], [-0.214, -0.565, 1.308], [-1.081, -0.685, 0.147], [-0.186, 0.495, -0.544], [0.824, 0.392, 0.343], [-0.082, -0.954, 0.692], [0.256, -1.124, -0.028], [-0.499, 0.049, -0.714], [-0.211, 1.075, -0.456], [0.512, 0.750, 0.753], [0.050, 0.239, 0.211], [-0.654, -0.890, 0.276], [0.249, 0.145, 1.048], [-0.686, -0.160, -0.944], [-0.997, -0.299, 0.452], [0.618, -0.504, -0.385], [0.059, -0.336, -0.419], [1.041, -0.098, 0.678], [1.113, 0.186, 0.237], [-0.200, 0.902, -0.294], [0.280, -1.059, -0.103], [-0.081, 0.920, -0.631], [-0.290, 0.628, 0.755], [0.200, 0.482, -0.780], [-0.208, 0.267, 1.172], [0.283, -1.046, 0.502], [0.747, -0.388, -0.834], [-1.054, -0.219, -0.200], [-0.152, 0.920, 0.200], [0.929, -0.491, -0.162], [-0.403, 0.533, 0.228], [0.260, 0.358, 0.627], [-0.532, 0.205, -0.712], [0.020, 0.393, -0.161], [0.067, -0.492, 0.070], [0.110, 0.034, -0.202], [-0.397, 0.132, -0.068], [0.222, -0.039, 0.187], [0.190, -0.277, -0.281], [-0.200, 0.047, 0.262], [-0.006, -0.437, 0.110], [0.032, -0.059, 0.064], [-0.037, -0.048, 0.076], [-0.022, 0.025, 0.023], [-0.034, -0.108, 0.082], [-0.078, 0.053, 0.078], [-0.075, 0.098, -0.116], [0.068, 0.090, -0.006], [0.004, -0.018, -0.219], [0.066, -0.016, 0.055], [0.133, 0.208, 0.010], [0.051, 0.145, -0.073], [-0.248, 0.108, 0.003], [0.297, 0.151, -0.337], [-0.055, -0.213, 0.287], [-0.219, 0.253, 0.007], [0.230, -0.247, 0.002], [0.056, -0.067, 0.211], [0.021, -0.016, 0.079], [0.103, 0.003, -0.033], [0.046, -0.034, 0.003], [0.099, -0.027, 0.081], [0.091, -0.038, -0.049], [-0.016, 0.012, -0.155], [-0.074, -0.043, -0.014], [-0.069, 0.183, -0.099], [-0.043, -0.009, 0.098], [-0.105, -0.021, -0.057], [-0.110, 0.031, -0.047]], "homo_energy_ev": -10.52, "total_energy_ev": -145614.420, "total_charge": 1, "spin_multiplicity": 1}